Record 1
Formula: C2H2FN
Source: the OMol25 dataset
Level of theory: ωB97M-V/def2-TZVPD

The value obtained for the LUMO energy (alpha / beta) is -0.032 / -0.051 Ha. The frontier orbital gap (alpha / beta) is 8.751 / 9.224 eV. The HOMO energy (alpha / beta) comes out at -9.621 / -10.601 eV.

The geometry in ORCA input format:
```
! wB97M-V def2-TZVPD RIJCOSX def2/J DEFGRID3
* xyz 0 1
C 0.12 -0.83 0.09
C 0.19 0.50 0.32
N 0.06 -2.02 0.10
F 1.30 1.19 0.22
H -1.07 0.18 -1.60
H -0.60 0.97 0.87
*
```

Record 2
Formula: C2H2FN
Source: the OMol25 dataset
Level of theory: ωB97M-V/def2-TZVPD

The value obtained for the LUMO energy (alpha / beta) is -0.079 / 0.013 Ha. The frontier orbital gap (alpha / beta) is 8.788 / 10.605 eV. The HOMO energy (alpha / beta) comes out at -10.925 / -10.256 eV.

The geometry in ORCA input format:
```
! wB97M-V def2-TZVPD RIJCOSX def2/J DEFGRID3
* xyz 0 1
C 0.65 -0.08 0.12
C 0.06 -0.80 1.23
N 1.49 -0.34 1.03
F -0.17 -2.12 1.06
H 0.52 1.71 -2.11
H -0.50 -0.36 1.98
*
```

Record 3
Formula: C2H2FN2O4
Source: the OMol25 dataset
Level of theory: ωB97M-V/def2-TZVPD

The value obtained for the LUMO energy is 0.140 Ha. The frontier orbital gap is 9.299 eV. The HOMO energy comes out at -5.482 eV.

The geometry in ORCA input format:
```
! wB97M-V def2-TZVPD RIJCOSX def2/J DEFGRID3
* xyz -1 1
C 1.72 0.77 0.31
C 0.91 -0.46 -0.23
N -0.98 -0.30 -0.63
N -1.92 -0.35 0.30
O 1.37 1.90 0.54
O -1.82 -1.24 1.12
O 2.85 0.18 0.34
O -2.88 0.42 0.27
F -1.17 0.90 -1.35
H 0.81 -1.23 0.52
H 1.11 -0.59 -1.19
*
```

Record 4
Formula: C2H2FN3O
Source: the OMol25 dataset
Level of theory: ωB97M-V/def2-TZVPD

The value obtained for the LUMO energy (alpha / beta) is 0.007 / 0.007 Ha. As for the SMILES: [O-][N+]#CF.N#CN. The frontier orbital gap (alpha / beta) is 9.633 / 9.633 eV. The HOMO energy (alpha / beta) comes out at -9.445 / -9.446 eV.

The geometry in ORCA input format:
```
! wB97M-V def2-TZVPD RIJCOSX def2/J DEFGRID3
* xyz 0 1
O 1.84 0.86 -0.32
N 1.77 0.49 0.82
C 1.21 0.13 1.77
F 1.39 -0.27 2.98
N -0.93 -0.49 0.80
C -1.12 -0.37 -0.32
N -1.28 -0.28 -1.62
H -0.68 0.37 -2.11
H -2.20 -0.43 -2.01
*
```

Record 5
Formula: C2H2FN3O
Source: the OMol25 dataset
Level of theory: ωB97M-V/def2-TZVPD

The value obtained for the LUMO energy (alpha / beta) is 0.027 / -0.120 Ha. The frontier orbital gap (alpha / beta) is 8.312 / 7.761 eV. The HOMO energy (alpha / beta) comes out at -7.577 / -11.025 eV.

The geometry in ORCA input format:
```
! wB97M-V def2-TZVPD RIJCOSX def2/J DEFGRID3
* xyz 0 3
C -0.57 -0.06 0.16
C 0.92 -0.57 0.19
N -0.27 1.46 0.01
N 1.70 0.44 0.24
N 0.96 1.61 0.06
O -1.53 -0.59 -0.63
F 1.25 -1.84 0.29
H -0.92 -0.25 1.10
H -1.53 -0.22 -1.42
*
```

Record 6
Formula: C2H2FNO
Source: the OMol25 dataset
Level of theory: ωB97M-V/def2-TZVPD

The value obtained for the LUMO energy is -0.022 Ha. The frontier orbital gap is 9.985 eV. The HOMO energy comes out at -10.572 eV.

The geometry in ORCA input format:
```
! wB97M-V def2-TZVPD RIJCOSX def2/J DEFGRID3
* xyz 0 1
C -2.22 -0.02 -0.04
C -0.89 0.38 -0.12
N -3.26 -0.55 0.03
O -0.10 -0.02 -1.26
F -0.65 1.66 0.15
H -0.06 -0.32 1.21
H -0.04 -0.96 -1.48
*
```

Record 7
Formula: C2H2FNO2
Source: the OMol25 dataset
Level of theory: ωB97M-V/def2-TZVPD

The value obtained for the LUMO energy is 0.029 Ha. As for the SMILES: O=C=O.C=NF. The frontier orbital gap is 12.451 eV. The HOMO energy comes out at -11.662 eV.

The geometry in ORCA input format:
```
! wB97M-V def2-TZVPD RIJCOSX def2/J DEFGRID3
* xyz 0 1
O -4.01 0.37 0.45
C -3.42 -0.52 -0.04
O -2.81 -1.43 -0.36
C -0.10 0.15 -0.13
N -1.22 0.57 0.17
F -1.43 1.85 -0.37
H 0.46 0.84 -0.70
H 0.32 -0.76 0.11
*
```

Record 8
Formula: C2H2FNO2
Source: the OMol25 dataset
Level of theory: ωB97M-V/def2-TZVPD

The value obtained for the LUMO energy is -0.010 Ha. As for the SMILES: O=C=NF.C=O. The frontier orbital gap is 10.018 eV. The HOMO energy comes out at -10.287 eV.

The geometry in ORCA input format:
```
! wB97M-V def2-TZVPD RIJCOSX def2/J DEFGRID3
* xyz 0 1
O -3.50 -1.86 -0.34
C -3.48 -0.72 -0.24
N -3.48 0.33 0.34
F -3.94 1.60 0.04
C 0.25 -0.13 0.45
O -0.32 -0.61 1.39
H -0.12 -0.46 -0.70
H 1.20 0.56 0.45
*
```

Record 9
Formula: C2H2FNS
Source: the OMol25 dataset
Level of theory: ωB97M-V/def2-TZVPD

The value obtained for the LUMO energy is -0.012 Ha. As for the SMILES: C=C=NSF. The frontier orbital gap is 8.959 eV. The HOMO energy comes out at -9.294 eV.

The geometry in ORCA input format:
```
! wB97M-V def2-TZVPD RIJCOSX def2/J DEFGRID3
* xyz 0 1
C -0.39 -0.32 0.03
C -1.58 0.25 -0.03
N -2.66 0.74 -0.07
S -4.25 0.62 0.05
F -4.70 -1.10 -0.01
H -0.17 -0.75 1.09
H 0.31 -0.40 -0.72
*
```

Record 10
Formula: C2H2FO2S
Source: the OMol25 dataset
Level of theory: ωB97M-V/def2-TZVPD

The value obtained for the LUMO energy (alpha / beta) is 0.145 / 0.063 Ha. The frontier orbital gap (alpha / beta) is 5.340 / 6.469 eV. The HOMO energy (alpha / beta) comes out at -1.394 / -4.753 eV.

The geometry in ORCA input format:
```
! wB97M-V def2-TZVPD RIJCOSX def2/J DEFGRID3
* xyz -1 3
C 1.16 1.31 -0.13
C 0.90 -0.04 -0.24
O -2.59 -0.21 0.41
O -2.17 -2.59 -0.05
F 2.16 -0.85 -0.13
S -1.69 -1.39 0.58
H 0.19 1.81 -0.15
H 2.04 1.96 -0.29
*
```

Sequential E output: -6308.7111; -6307.0543; -15989.3030; -11336.6086; -11335.3628; -8357.8629; -10406.8887; -10404.1659; -17146.3772; -19750.4208 eV